1.
Entry from the Open Molecules 2025 dataset: a 2-piece molecular cluster, C9H14O overall in a non-equilibrium geometry (ωB97M-V/def2-TZVPD).

Calculated values
structure (SMILES)	Cc1ccc(O)cc1.CC
LUMO	0.80	eV
highest occupied orbital energy	-0.2994	Eh
F_max	4.17	eV Å⁻¹
orbital gap	8.952	eV

The geometry in XYZ format:
```
24
Properties=species:S:1:pos:R:3:forces:R:3
C 2.7395 -0.5683 1.7839 -0.349 0.856 0.251
C 1.7825 0.5663 2.1987 -0.585 0.523 0.504
H 3.7538 -0.1294 1.6750 -0.625 -0.512 -0.461
H 2.8318 -1.3126 2.5909 -0.255 0.059 -0.541
H 2.3036 -0.9863 0.8638 0.851 -0.264 0.231
H 2.2047 1.5718 2.1903 0.120 -0.072 -0.411
H 1.4236 0.4707 3.1899 0.335 -0.347 1.687
H 0.7688 0.6085 1.7839 1.072 -0.116 -0.711
C -0.5070 2.0381 -2.1908 1.815 0.717 -1.039
C -1.0095 -0.3187 0.5390 0.053 -3.251 2.616
C -0.5644 0.7076 -0.1632 0.468 0.742 -1.847
C -1.5851 -1.4842 -0.0326 -0.108 2.033 -0.393
C -0.9381 0.8358 -1.4927 0.880 -1.850 0.530
C -1.8365 -1.4356 -1.3997 0.090 -0.625 -0.261
C -1.4913 -0.2949 -2.1175 -1.334 2.450 -0.963
O -1.8959 -2.4913 0.8022 -0.711 -2.106 -0.735
H -0.6621 -0.3199 1.5863 -0.688 -0.707 -0.462
H 0.2798 1.2422 0.2305 -0.462 1.121 0.161
H -2.2262 -3.2785 0.2726 0.579 1.475 0.961
H -2.2612 -2.2701 -1.9694 0.040 0.137 0.487
H -0.4907 2.9442 -1.5302 0.011 -0.845 -0.752
H -1.2586 2.1064 -2.9421 -0.248 1.042 -1.129
H -1.8989 -0.0839 -3.1694 0.894 -0.941 1.397
H 0.5373 1.8822 -2.6991 -1.843 0.482 0.882
```
Forces are in eV/Å.


2.
Entry from the Open Molecules 2025 dataset: a 2-piece molecular cluster, C9H14O overall in a non-equilibrium geometry (ωB97M-V/def2-TZVPD).

Calculated values
structure (SMILES)	Cc1ccc(O)cc1.CC
LUMO	0.89	eV
highest occupied orbital energy	-0.3072	Eh
F_max	1.95	eV Å⁻¹
orbital gap	9.245	eV

The geometry in XYZ format:
```
24
Properties=species:S:1:pos:R:3:forces:R:3
C 0.5188 -1.6201 2.2313 0.630 -0.607 0.133
C -1.2556 -0.0732 1.5763 0.505 -0.108 -0.617
C -0.4514 -1.1505 1.1632 0.964 0.104 1.485
C -2.0801 0.5431 0.6732 0.064 -1.344 -0.791
C -0.4479 -1.6639 -0.1141 -0.054 0.977 1.072
C -2.0205 0.0480 -0.6556 -1.784 0.484 0.607
C -1.2302 -0.9949 -1.0631 1.028 -1.191 -0.549
O -3.0008 0.5826 -1.4551 -0.013 0.654 -0.311
H -1.1653 0.2845 2.5914 -0.214 -0.094 0.163
H -2.9096 1.1597 0.9918 0.286 0.467 -0.299
H 1.0042 -2.6208 2.1714 -1.298 0.045 -0.151
H 0.0296 -1.4494 3.1948 0.445 -0.394 0.067
H 0.2304 -2.5076 -0.1832 -0.255 -0.001 -1.076
H -1.1528 -1.3324 -2.1045 -0.506 0.318 0.331
H -3.3109 -0.0097 -2.1414 0.325 -0.269 -0.077
H 1.4596 -1.0754 2.2192 -0.126 0.947 -0.013
C 1.3998 1.6748 -1.5892 0.667 -0.173 -0.342
C 2.5741 1.3361 -0.6366 -0.705 -0.353 -1.142
H 1.6975 1.7329 -2.6379 0.239 0.208 0.023
H 0.6866 0.8490 -1.5860 -0.307 0.386 0.394
H 0.9619 2.6280 -1.3023 -0.344 -0.106 -0.146
H 2.2388 1.6975 0.3383 0.753 -0.378 0.149
H 3.5476 1.7119 -0.9783 -0.385 0.424 0.397
H 2.6762 0.2499 -0.7036 0.085 0.004 0.693
```
Forces are in eV/Å.